ORCA calculation (ωB97M-V with the def2-TZVPD basis set) on a cluster of 2 separate species, C3H7NO3S in total in a non-equilibrium geometry.

Values from the calculation:
Total energy = -796.946519 Eh
Frontier orbital gap (spin up / spin down) = 6.0 / 8.5 eV
LUMO level (spin up / spin down) = -2.86 / -0.39 eV
Relative energy (zero: lowest compared OMol25 entry of this formula, charge and spin) = 574.5 kJ/mol

```
! wB97M-V def2-TZVPD RIJCOSX def2/J DEFGRID3
* xyz 0 1
C -0.264 0.570 -0.322
C -0.255 -0.616 0.586
C 0.980 1.416 -0.699
N -1.388 0.959 -0.837
O -2.849 -0.540 -0.137
O -2.879 -1.565 2.205
O -1.722 1.784 -1.659
S -3.137 -1.725 0.763
H -0.910 -0.431 1.521
H 0.779 -0.737 0.883
H -0.786 -1.574 0.217
H 0.540 2.353 -0.479
H 1.877 1.234 -0.154
H 1.168 1.290 -1.758
H -1.984 -2.634 0.271
*
```